Density functional theory data (ωB97M-V with the def2-TZVPD basis set) for an isolated molecule of C5H4O2.

Cartesian coordinates (Å):
H1 -1.868 -1.740 -0.046
C1 -1.279 0.332 -0.174
H2 -0.224 2.252 -0.293
O1 0.128 -1.546 0.142
C2 1.294 -0.781 0.211
C3 1.099 0.658 0.110
H3 1.994 1.265 0.189
C4 -1.084 -0.989 -0.030
H4 -2.279 0.726 -0.306
C5 -0.121 1.184 -0.125
O2 2.341 -1.362 0.320

The LUMO energy comes out at 0.19 eV. For the HOMO energy, the calculation gives -9.19 eV. The value obtained for the energy relative to the best compared isomer or geometry (same formula, charge and spin) is 0.2 kcal per mole. As for the electronic energy: -9344.174 eV. For the HOMO-LUMO gap, the calculation gives 9.38 eV. Its spin multiplicity is 1.

Density functional theory data (ωB97M-V with the def2-TZVPD basis set) for an isolated molecule of C5H4O2 in a non-equilibrium geometry.

Cartesian coordinates (Å):
C1 0.987 0.686 0.391
C2 -0.021 -1.078 -0.104
C3 1.222 -0.613 -0.293
H1 -0.172 -2.052 0.340
O1 -0.538 2.377 -0.581
H2 -1.835 0.026 0.586
H3 -1.669 -0.189 -1.173
C4 -0.285 1.258 -0.228
H4 2.134 -1.189 -0.212
O2 1.368 0.862 1.523
C5 -1.118 -0.024 -0.244

The LUMO energy comes out at 0.24 eV. For the HOMO energy, the calculation gives -9.32 eV. The value obtained for the energy relative to the best compared isomer or geometry (same formula, charge and spin) is 44.9 kcal per mole. As for the electronic energy: -9342.235 eV. For the HOMO-LUMO gap, the calculation gives 9.56 eV. Its spin multiplicity is 1.

Density functional theory data (ωB97M-V with the def2-TZVPD basis set) for an isolated molecule of C5H4O2.

Cartesian coordinates (Å):
O1 1.917 1.506 0.783
H1 -1.685 0.757 0.500
C1 -0.087 -1.199 -0.164
C2 -1.035 -0.209 -0.430
H2 -2.030 -0.450 -0.802
H3 2.069 -1.428 0.088
H4 -0.361 -2.245 -0.260
O2 -0.593 2.377 -0.150
C3 1.321 0.573 0.384
C4 1.192 -0.802 0.219
C5 -0.678 1.169 -0.152

The LUMO energy (alpha / beta) comes out at -1.01 / -1.12 eV. For the HOMO energy (alpha / beta), the calculation gives -7.51 / -7.66 eV. The value obtained for the energy relative to the best compared isomer or geometry (same formula, charge and spin) is 121.5 kcal per mole. As for the electronic energy: -9338.913 eV. For the HOMO-LUMO gap (alpha / beta), the calculation gives 6.50 / 6.54 eV. Its spin multiplicity is 1.

Density functional theory data (ωB97M-V with the def2-TZVPD basis set) for an isolated molecule of C5H4O2 in a non-equilibrium geometry.

Cartesian coordinates (Å):
C1 -0.762 -0.553 -0.837
H1 -1.545 -1.077 -1.483
O1 2.761 -0.362 0.361
H2 -0.639 2.017 1.520
O2 0.934 0.802 0.923
H3 0.962 -2.063 -0.612
C2 -0.283 1.265 0.746
C3 0.469 -1.099 -0.537
C4 1.429 -0.331 0.370
H4 -2.231 0.823 -0.241
C5 -1.093 0.577 -0.209

The LUMO energy comes out at -0.33 eV. For the HOMO energy, the calculation gives -8.79 eV. The value obtained for the energy relative to the best compared isomer or geometry (same formula, charge and spin) is 48.0 kcal per mole. As for the electronic energy: -9342.100 eV. For the HOMO-LUMO gap, the calculation gives 8.45 eV. Its spin multiplicity is 1.

Density functional theory data (ωB97M-V with the def2-TZVPD basis set) for a 2-piece molecular cluster, C5H4O2 overall.

Cartesian coordinates (Å):
O1 -0.314 0.089 -1.412
H1 -1.781 -0.791 1.957
C1 0.877 0.694 -1.217
C2 -1.066 -0.536 -0.391
O2 -2.114 -1.043 -0.637
C3 -0.263 -0.355 0.761
H2 -1.450 -1.446 2.016
H3 2.481 1.294 0.045
H4 1.250 1.100 -2.148
C4 1.529 0.793 -0.033
C5 0.802 0.183 1.042

The LUMO energy comes out at -0.12 eV. For the HOMO energy, the calculation gives -9.68 eV. The value obtained for the energy relative to the best compared isomer or geometry (same formula, charge and spin) is 108.7 kcal per mole. As for the electronic energy: -9339.469 eV. For the HOMO-LUMO gap, the calculation gives 9.56 eV. Its spin multiplicity is 1.

Density functional theory data (ωB97M-V with the def2-TZVPD basis set) for an isolated molecule of C5H4O2 in a non-equilibrium geometry.

Cartesian coordinates (Å):
H1 -0.420 2.591 -1.093
H2 -0.733 0.555 -2.407
C1 1.830 -1.615 1.378
C2 -0.533 -0.335 0.553
O1 -1.042 -0.682 -0.832
H3 -1.352 -0.510 1.213
O2 -0.550 1.032 0.627
C3 -0.679 0.506 -1.446
H4 2.905 -1.922 2.021
C4 0.914 -1.138 0.606
C5 -0.340 1.517 -0.620

The LUMO energy comes out at 0.70 eV. For the HOMO energy, the calculation gives -8.50 eV. The value obtained for the energy relative to the best compared isomer or geometry (same formula, charge and spin) is 140.5 kcal per mole. As for the electronic energy: -9338.090 eV. For the HOMO-LUMO gap, the calculation gives 9.19 eV. Its spin multiplicity is 1.

Density functional theory data (ωB97M-V with the def2-TZVPD basis set) for an isolated molecule of C5H4O2S in a non-equilibrium geometry.

Cartesian coordinates (Å):
O1 -1.200 -2.239 0.300
C1 -0.143 2.100 0.511
H1 -0.027 4.459 0.048
C2 -0.227 0.485 0.634
C3 -0.314 -2.216 -0.573
C4 0.906 -1.298 -0.574
C5 -0.239 3.308 0.424
H2 -1.190 0.175 0.199
H3 -0.005 0.164 1.781
O2 0.909 -0.178 0.164
H4 -0.532 -2.918 -1.348
S1 2.061 -1.841 -1.566

The LUMO energy comes out at -1.26 eV. For the HOMO energy, the calculation gives -9.60 eV. The value obtained for the energy relative to the best compared isomer or geometry (same formula, charge and spin) is 110.8 kcal per mole. As for the electronic energy: -20174.797 eV. For the HOMO-LUMO gap, the calculation gives 8.34 eV. Its spin multiplicity is 1.

Density functional theory data (ωB97M-V with the def2-TZVPD basis set) for an isolated molecule of C5H4O3 in a non-equilibrium geometry.

Cartesian coordinates (Å):
C1 0.115 1.679 -0.099
C2 -1.128 1.411 0.031
O1 1.137 0.894 -0.031
H1 -0.927 -0.327 1.528
C3 1.100 -0.484 -0.090
H2 -1.994 2.082 0.116
C4 -0.425 -0.863 -0.388
H3 -0.817 -0.731 -1.390
C5 -1.261 -0.096 0.461
O2 -1.672 -1.549 -0.077
O3 2.151 -1.050 0.192
H4 0.405 2.740 -0.417

The LUMO energy comes out at 0.63 eV. For the HOMO energy, the calculation gives -10.05 eV. The value obtained for the energy relative to the best compared isomer or geometry (same formula, charge and spin) is 138.4 kcal per mole. As for the electronic energy: -11386.367 eV. For the HOMO-LUMO gap, the calculation gives 10.68 eV. Its spin multiplicity is 1.